Record 1
The following is a DFT calculation (ωB97M-V/def2-TZVPD) of the ion C10H16N4S with charge +2.

The geometry in ORCA input format:
```
! RIJCOSX wB97M-V def2-TZVPD def2/J DEFGRID3
* xyz 2 1
C -3.003 -1.424 1.174
C -1.151 -1.137 -0.427
C -2.435 -0.442 1.927
C -2.359 -1.789 -0.065
C -0.677 -0.164 0.405
C 2.039 -0.176 -1.672
C 1.715 0.826 1.044
C 2.438 -0.464 1.129
C 0.655 0.963 -0.013
C 0.075 2.400 0.076
N -1.314 0.222 1.575
N 1.000 0.639 -1.365
N -2.674 -2.832 -0.867
N 2.612 -0.301 -2.880
S 3.060 -0.983 -0.505
H -3.813 -2.022 1.556
H -0.800 -1.366 -1.453
H -2.760 -0.133 2.952
H 1.332 0.999 2.079
H 2.365 1.583 0.834
H 3.291 -0.413 1.956
H 1.632 -1.298 1.404
H -1.013 2.331 0.091
H 0.346 2.912 -0.826
H 0.505 2.819 0.935
H -1.116 1.025 2.040
H 0.238 0.885 -2.070
H -3.357 -3.461 -0.507
H -2.178 -2.994 -1.632
H 2.132 0.191 -3.604
H 3.228 -1.012 -3.253
*
```

Calculated values
E_tot	-1007.2629	a.u.
LUMO energy	-6.769	eV
gap between HOMO and LUMO	9.70	eV
energy relative to the best compared isomer or geometry (same formula, charge and spin)	1.80	kcal/mol
HOMO energy	-16.468	eV
maximum force	6.767	eV/A

Record 2
The following is a DFT calculation (ωB97M-V/def2-TZVPD) of a structure of composition C10H16N5NiO3PS2.

The geometry in ORCA input format:
```
! RIJCOSX wB97M-V def2-TZVPD def2/J DEFGRID3
* xyz -1 2
Ni 0.003 0.114 -0.182
C -3.245 1.260 -3.275
C -2.683 2.573 -2.780
O -1.279 2.408 -2.527
P -0.714 2.534 -1.022
S 1.195 2.044 -1.160
S -1.896 1.595 0.255
O -0.919 4.119 -0.706
C -0.117 5.078 -1.401
C 0.925 5.666 -0.474
H -4.306 1.366 -3.518
H -3.137 0.503 -2.498
H -2.712 0.917 -4.162
H -3.196 2.891 -1.871
H -2.779 3.364 -3.527
H -0.800 5.855 -1.752
H 0.350 4.619 -2.275
H 0.444 6.088 0.411
H 1.478 6.460 -0.983
H 1.625 4.894 -0.156
C 0.637 -0.089 4.998
N 1.650 0.221 4.002
C 3.041 0.014 4.365
C 1.307 0.158 2.716
N 1.014 0.124 1.604
H 0.811 0.517 5.887
H 0.659 -1.147 5.278
H -0.345 0.151 4.598
H 3.278 0.622 5.238
H 3.678 0.322 3.541
H 3.245 -1.037 4.599
O -0.224 -1.924 -0.494
N -0.444 -1.406 -1.628
C -0.442 -2.181 -2.690
C -0.188 -3.597 -2.594
N 0.015 -4.727 -2.518
C -0.721 -1.589 -3.968
N -0.934 -1.145 -5.008
*
```

Calculated values
E_tot	-3536.2715	a.u.
LUMO energy (alpha / beta)	2.385 / 2.386	eV
gap between HOMO and LUMO (alpha / beta)	6.40 / 5.80	eV
energy relative to the best compared isomer or geometry (same formula, charge and spin)	1.49	kcal/mol
HOMO energy (alpha / beta)	-4.017 / -3.412	eV
maximum force	0.599	eV/A

Record 3
The following is a DFT calculation (ωB97M-V/def2-TZVPD) of a cluster of 2 separate species, C10H16O in total.

The geometry in ORCA input format:
```
! RIJCOSX wB97M-V def2-TZVPD def2/J DEFGRID3
* xyz -1 2
C -0.864 1.094 1.675
C -0.844 1.046 3.208
C -0.443 -0.154 0.935
C 0.851 -0.283 0.471
C -1.409 -1.144 0.680
C 1.189 -1.447 -0.333
C -1.026 -2.349 -0.029
C 0.198 -2.384 -0.652
O 0.481 -3.411 -1.553
H -1.909 1.196 1.501
H -0.391 2.001 1.299
H -1.031 0.017 3.547
H 1.653 0.436 0.577
H -2.345 -1.159 1.227
H 2.162 -1.519 -0.822
H -1.770 -3.117 -0.219
H 1.421 -3.523 -1.497
H -1.589 1.642 3.707
H 0.094 1.289 3.731
C 1.350 3.451 -1.543
C 0.135 3.707 -2.437
H 1.047 2.766 -0.756
H 2.170 3.053 -2.134
H 1.640 4.406 -1.130
H 0.338 4.376 -3.284
H -0.689 4.184 -1.906
H -0.187 2.783 -2.924
*
```

Calculated values
E_tot	-465.8139	a.u.
LUMO energy (alpha / beta)	3.537 / 3.500	eV
gap between HOMO and LUMO (alpha / beta)	2.86 / 6.90	eV
energy relative to the best compared isomer or geometry (same formula, charge and spin)	6.67	kcal/mol
HOMO energy (alpha / beta)	0.678 / -3.400	eV
maximum force	1.796	eV/A

Record 4
The following is a DFT calculation (ωB97M-V/def2-TZVPD) of a cluster of 2 separate species, C10H16O in total.

The geometry in ORCA input format:
```
! RIJCOSX wB97M-V def2-TZVPD def2/J DEFGRID3
* xyz 0 1
C 1.555 -2.019 -0.874
C 0.596 -1.426 -1.918
C -0.030 -0.130 -1.478
C -1.308 -0.138 -0.880
C -1.922 1.049 -0.543
C -1.298 2.264 -0.801
C -0.042 2.288 -1.404
C 0.550 1.095 -1.780
H 1.211 -1.805 0.140
H 2.529 -1.522 -0.913
H 1.723 -3.091 -0.915
H 1.174 -1.277 -2.820
H -0.177 -2.149 -2.155
H -1.721 -1.141 -0.809
H -2.804 1.127 0.075
H -1.733 3.191 -0.461
H 0.416 3.254 -1.530
H 1.569 1.150 -2.136
C -0.524 -0.805 2.265
C -0.044 0.640 2.230
O 1.337 0.798 2.654
H -1.599 -0.770 2.078
H -0.316 -1.181 3.272
H -0.181 -1.608 1.604
H 0.073 1.178 1.296
H -0.774 1.072 2.920
H 1.738 -0.042 2.882
*
```

Calculated values
E_tot	-465.8383	a.u.
LUMO energy	0.909	eV
gap between HOMO and LUMO	10.01	eV
energy relative to the best compared isomer or geometry (same formula, charge and spin)	37.31	kcal/mol
HOMO energy	-9.099	eV
maximum force	1.760	eV/A